No. 1
Density functional theory data (ωB97M-V/def2-TZVPD) for one molecule with the formula C4H7NO2.

Positions of all 14 atoms, in Å:
O 0.519 2.842 -0.185
C 0.919 1.716 -0.018
C 0.194 0.710 0.855
N -0.084 -0.518 0.127
C -0.427 -0.492 -1.289
C -0.430 -1.639 0.824
O -0.900 -2.639 0.321
H -0.265 0.512 -1.689
H 1.847 1.352 -0.507
H 0.850 0.470 1.704
H -0.710 1.202 1.237
H 0.200 -1.198 -1.842
H -1.475 -0.770 -1.446
H -0.238 -1.548 1.910

Values from the calculation:
- calculated total energy (hartree) = -361.83220
- maximum force (eV/A) = 0.60
- HOMO energy (eV) = -9.9
- ΔE to the lowest compared entry with this formula, charge and spin (kJ/mol) = 127.7
- SMILES = CN(C=O)CC=O
- charge = 0
- gap between HOMO and LUMO (eV) = 10.55

---

No. 2
Density functional theory data (ωB97M-V/def2-TZVPD) for C11H11O3S as an isolated structure in a non-equilibrium geometry.

Positions of all 26 atoms, in Å:
C -3.249 0.793 0.610
C -2.902 -0.576 0.459
C -2.421 1.791 0.104
C -1.820 -0.910 -0.352
C -1.213 1.413 -0.479
C -1.003 -0.004 -0.913
C 1.336 -1.053 1.022
C 2.824 0.845 -0.080
C 2.177 -2.196 0.420
C 0.174 -0.224 -1.536
C 1.544 0.320 0.575
O 3.759 0.217 -0.500
O 0.560 -1.310 1.880
O 2.580 2.147 -0.333
S 0.453 1.364 1.288
H -4.172 1.152 1.132
H -3.645 -1.288 0.698
H -2.849 2.829 0.021
H -1.770 -1.894 -0.642
H -0.582 2.245 -0.732
H 3.078 -2.143 0.987
H 2.564 -2.093 -0.693
H 1.574 -3.147 0.531
H 0.595 -1.182 -1.678
H 0.754 0.592 -1.954
H 1.654 2.313 0.164

Values from the calculation:
- calculated total energy (hartree) = -1049.64401
- maximum force (eV/A) = 5.18
- HOMO energy (alpha / beta) (eV) = -3.6 / -3.6
- ΔE to the lowest compared entry with this formula, charge and spin (kJ/mol) = 2.9
- charge = -1
- gap between HOMO and LUMO (alpha / beta) (eV) = 6.79 / 6.79

---

No. 3
Density functional theory data (ωB97M-V/def2-TZVPD) for one molecule with the formula C6H4I2N2O in a non-equilibrium geometry.

Positions of all 15 atoms, in Å:
C -0.978 -2.149 0.537
C -2.225 0.021 0.234
C -1.108 -0.971 -0.200
C 0.236 -0.216 -0.162
C 0.355 1.152 0.352
C -0.920 1.899 0.885
N -0.994 -3.136 1.089
N -2.109 1.213 0.642
O 0.625 0.870 -0.981
I -4.141 -0.905 0.020
I -0.881 3.865 -0.091
H -1.443 -1.167 -1.266
H 1.236 -0.813 0.110
H 1.102 1.443 0.947
H -0.678 2.053 1.952

Values from the calculation:
- calculated total energy (hartree) = -1011.06729
- maximum force (eV/A) = 4.57
- HOMO energy (eV) = -9.8
- ΔE to the lowest compared entry with this formula, charge and spin (kJ/mol) = 40.8
- SMILES = N#C[C@H]1C(I)=N[C@H](I)[C@@H]2O[C@@H]21
- charge = 0
- gap between HOMO and LUMO (eV) = 9.46

---

No. 4
Density functional theory data (ωB97M-V/def2-TZVPD) for one molecule with the formula C6H12O in a non-equilibrium geometry.

Positions of all 19 atoms, in Å:
C -1.235 -1.598 -1.019
C -0.565 -0.372 -0.432
C -0.947 0.226 0.911
C -0.318 1.635 0.715
O 0.506 1.564 -0.477
C 0.874 0.083 -0.597
C 2.020 -0.100 0.378
H -2.303 -1.352 -1.099
H -0.879 -1.757 -2.046
H -1.149 -2.537 -0.469
H -0.845 0.448 -1.104
H -0.516 -0.281 1.785
H -2.033 0.235 1.034
H 0.320 1.939 1.551
H -1.112 2.392 0.628
H 1.208 -0.214 -1.609
H 1.740 0.275 1.364
H 2.402 -1.120 0.485
H 2.832 0.533 0.002

Values from the calculation:
- calculated total energy (hartree) = -310.99494
- maximum force (eV/A) = 1.46
- HOMO energy (eV) = -9.5
- ΔE to the lowest compared entry with this formula, charge and spin (kJ/mol) = 168.9
- SMILES = C[C@@H]1OCC[C@@H]1C
- charge = 0
- gap between HOMO and LUMO (eV) = 10.48

---

No. 5
Density functional theory data (ωB97M-V/def2-TZVPD) for a 2-piece molecular cluster, C4H12NO overall in a non-equilibrium geometry.

Positions of all 18 atoms, in Å:
C -0.893 -2.059 -0.185
C -1.113 -0.647 -0.719
C -0.134 0.401 -0.169
C -0.097 2.826 0.245
N -0.783 1.641 0.215
H -1.462 -2.740 -0.833
H -1.267 -2.255 0.821
H 0.114 -2.458 -0.324
H -2.152 -0.352 -0.567
H -0.965 -0.761 -1.794
H 0.632 0.586 -0.889
H 0.341 -0.010 0.730
H 0.863 3.082 -0.172
H -0.542 3.673 0.748
H -1.644 1.602 0.724
H 3.682 -0.617 1.100
H 2.617 -1.390 0.349
O 2.801 -0.523 0.722

Values from the calculation:
- calculated total energy (hartree) = -289.51146
- maximum force (eV/A) = 1.77
- HOMO energy (alpha / beta) (eV) = -5.6 / -9.7
- ΔE to the lowest compared entry with this formula, charge and spin (kJ/mol) = 49.0
- spin multiplicity = 2
- charge = 0
- gap between HOMO and LUMO (alpha / beta) (eV) = 6.31 / 10.39

---

No. 6
Density functional theory data (ωB97M-V/def2-TZVPD) for a 8-piece molecular cluster, C12H30IN7O14P overall in a non-equilibrium geometry.

Positions of all 65 atoms, in Å:
C 6.518 1.219 1.622
C 5.957 0.172 1.348
P 5.224 -1.346 0.578
C 3.361 -1.398 0.683
C 2.693 -0.208 1.500
C 1.298 0.109 0.752
I 2.119 -0.891 3.507
H 7.013 2.229 1.607
H 5.556 -1.362 -0.819
H 5.784 -2.526 1.177
H 3.048 -2.399 1.125
H 2.920 -1.361 -0.368
H 3.304 0.734 1.560
H 0.873 -0.887 0.403
H 1.545 0.749 -0.152
H 0.590 0.606 1.464
C -3.240 2.204 0.694
N -1.883 1.604 0.647
O -1.806 0.390 0.482
O -0.939 2.366 0.776
H -3.976 1.415 0.567
H -3.357 2.684 1.663
H -3.307 2.928 -0.114
C -1.841 -0.030 -2.875
N -3.042 0.837 -3.009
O -3.232 1.674 -2.141
O -3.749 0.649 -3.978
H -1.307 0.248 -1.970
H -2.187 -1.061 -2.818
H -1.221 0.130 -3.755
C 3.380 -5.564 2.714
N 4.386 -5.398 1.631
O 5.135 -6.321 1.416
O 4.382 -4.327 1.027
H 3.501 -6.550 3.154
H 3.563 -4.785 3.453
H 2.393 -5.458 2.265
C -4.982 5.940 2.678
N -4.581 4.511 2.613
O -5.398 3.720 2.175
O -3.454 4.236 3.007
H -5.997 6.035 2.300
H -4.927 6.248 3.720
H -4.286 6.504 2.061
C -1.271 -3.067 1.134
N -0.861 -4.495 1.066
O -1.671 -5.291 0.639
O 0.270 -4.762 1.448
H -2.289 -2.974 0.766
H -1.208 -2.757 2.175
H -0.583 -2.500 0.511
C -5.463 4.699 -2.545
N -5.714 5.242 -1.182
O -6.632 6.026 -1.050
O -4.974 4.857 -0.292
H -6.192 5.125 -3.229
H -4.452 4.983 -2.830
H -5.569 3.617 -2.492
C 4.964 -2.782 -4.004
N 3.766 -1.907 -4.120
O 3.585 -1.071 -3.244
O 3.051 -2.087 -5.081
H 5.509 -2.512 -3.103
H 4.615 -3.811 -3.949
H 5.577 -2.619 -4.888

Values from the calculation:
- calculated total energy (hartree) = -2549.90730
- maximum force (eV/A) = 1.92
- HOMO energy (eV) = -12.4
- charge = +1
- gap between HOMO and LUMO (eV) = 8.94

---

No. 7
Density functional theory data (ωB97M-V/def2-TZVPD) for C36H58N2O3PtSbSi3 as an isolated structure.

Positions of all 104 atoms, in Å:
Pt -0.059 1.091 -1.572
C 2.163 -0.257 2.883
Sb 0.492 -0.489 1.510
C 1.274 0.935 0.019
C 2.277 0.347 -0.902
C 3.627 0.057 -0.804
C 4.281 -0.431 -1.922
C 3.588 -0.616 -3.107
C 2.248 -0.262 -3.164
N 1.639 0.210 -2.085
Si 1.760 2.737 0.372
C 2.528 3.053 2.070
C 0.432 4.042 0.145
C 3.064 3.237 -0.899
C 0.757 -2.781 1.360
C 0.161 -3.083 0.018
C -0.246 -4.358 -0.398
C -0.842 -4.513 -1.634
C -1.030 -3.402 -2.443
C -0.605 -2.175 -1.968
N -0.022 -2.025 -0.777
Si 2.424 -3.634 1.567
C 2.397 -5.452 1.048
C 3.766 -2.884 0.504
C 3.028 -3.647 3.350
Si -0.510 -3.324 2.678
C -0.328 -2.408 4.312
C -2.243 -3.061 2.007
C -0.414 -5.148 3.169
H 2.163 0.774 3.230
H 3.120 -0.458 2.396
H 2.054 -0.913 3.744
H 4.145 0.225 0.131
H 5.336 -0.673 -1.871
H 4.079 -0.996 -3.992
H 1.667 -0.323 -4.070
H 1.808 2.904 2.879
H 2.859 4.095 2.113
H 3.395 2.418 2.259
H -0.422 3.986 0.815
H 0.052 4.023 -0.878
H 0.925 5.008 0.302
H 4.043 2.779 -0.748
H 3.189 4.322 -0.836
H 2.724 3.006 -1.912
H -0.101 -5.212 0.247
H -1.163 -5.495 -1.962
H -1.501 -3.477 -3.414
H -0.732 -1.269 -2.553
H 2.251 -5.561 -0.028
H 1.642 -6.048 1.560
H 3.375 -5.879 1.291
H 3.406 -2.672 -0.504
H 4.607 -3.580 0.425
H 4.140 -1.953 0.927
H 2.344 -4.177 4.016
H 3.188 -2.647 3.751
H 3.986 -4.174 3.380
H -0.491 -1.333 4.222
H 0.647 -2.572 4.774
H -1.087 -2.801 4.994
H -2.308 -2.173 1.377
H -2.952 -2.934 2.829
H -2.566 -3.919 1.414
H 0.538 -5.421 3.628
H -0.597 -5.827 2.334
H -1.199 -5.329 3.909
C -1.704 3.796 -3.347
C -3.074 3.416 -2.791
C -3.585 2.019 -3.155
C -3.200 3.643 -1.301
C -4.019 4.701 -0.917
C -4.371 4.948 0.394
C -3.925 4.049 1.348
C -3.091 2.988 1.031
C -2.749 2.042 2.165
C -1.318 2.213 2.675
C -3.106 0.591 1.841
C -2.615 2.801 -0.310
O -1.717 1.854 -0.506
H -1.658 3.606 -4.423
H -0.887 3.252 -2.878
H -1.532 4.863 -3.184
H -3.781 4.117 -3.251
H -3.010 1.241 -2.666
H -3.530 1.849 -4.233
H -4.629 1.933 -2.841
H -4.416 5.338 -1.702
H -5.008 5.783 0.659
H -4.237 4.167 2.382
H -3.400 2.344 2.994
H -0.609 2.060 1.864
H -1.102 1.497 3.473
H -1.172 3.223 3.068
H -2.583 0.257 0.946
H -4.181 0.503 1.667
H -2.834 -0.067 2.670
C -1.035 0.918 -5.873
C -0.325 1.276 -4.571
O 0.724 1.915 -4.620
O -0.913 0.837 -3.517
H -1.307 1.841 -6.386
H -1.927 0.321 -5.694
H -0.346 0.378 -6.524

Values from the calculation:
- calculated total energy (hartree) = -2970.02931
- maximum force (eV/A) = 0.30
- HOMO energy (eV) = -4.2
- ΔE to the lowest compared entry with this formula, charge and spin (kJ/mol) = 0.0
- charge = -1
- gap between HOMO and LUMO (eV) = 6.53

---

No. 8
Density functional theory data (ωB97M-V/def2-TZVPD) for C30H31BiN7O3S as an isolated structure in a non-equilibrium geometry.

Positions of all 73 atoms, in Å:
Bi -0.589 0.587 -0.338
C -2.619 -0.669 2.031
C -3.126 -0.890 0.639
C -4.487 -1.073 0.411
C -4.931 -1.268 -0.893
C -4.012 -1.275 -1.938
C -2.666 -1.083 -1.644
N -2.215 -0.895 -0.358
C -1.593 -1.091 -2.647
C -1.588 -1.693 -3.893
C -0.369 -1.789 -4.574
C 0.812 -1.353 -3.961
C 0.719 -0.763 -2.712
N -0.477 -0.539 -2.162
C 1.805 -0.449 -1.772
C 3.131 -0.261 -2.146
C 4.073 0.009 -1.158
C 3.670 0.083 0.172
C 2.329 -0.119 0.482
C 1.864 -0.035 1.904
N 1.397 -0.384 -0.459
H -2.914 -1.500 2.680
H -1.528 -0.601 2.042
H -3.024 0.265 2.436
H -5.192 -1.062 1.236
H -5.989 -1.411 -1.093
H -4.353 -1.417 -2.956
H -2.482 -2.135 -4.315
H -0.327 -2.276 -5.544
H 1.769 -1.533 -4.435
H 3.438 -0.310 -3.184
H 5.115 0.164 -1.421
H 4.392 0.296 0.953
H 2.422 -0.741 2.528
H 2.009 0.979 2.289
H 0.802 -0.282 1.981
C 0.247 -5.004 0.820
C 0.098 -4.185 -0.300
C -0.095 -2.809 -0.146
C -0.143 -2.231 1.139
C 0.010 -3.073 2.261
C 0.203 -4.448 2.100
N -0.346 -0.781 1.335
N -0.386 -0.291 2.430
C -0.585 1.110 2.521
C -0.646 1.791 3.834
C -0.836 3.120 3.870
C -0.980 3.876 2.601
C -0.917 3.210 1.433
N -0.706 1.748 1.466
H 0.397 -6.069 0.697
H 0.133 -4.618 -1.292
H -0.207 -2.203 -1.033
H -0.021 -2.668 3.265
H 0.318 -5.083 2.969
H -0.539 1.224 4.754
H -0.885 3.641 4.821
H -1.134 4.950 2.617
H -1.021 3.748 0.494
O 1.177 1.420 -2.784
N 0.057 2.128 -2.961
O -0.822 1.885 -1.984
C 2.803 3.442 -1.603
S 1.419 3.441 -0.438
C 2.414 3.808 1.027
O 0.935 2.027 -0.313
H 3.260 4.434 -1.626
H 2.422 3.196 -2.597
H 3.543 2.695 -1.304
H 2.884 4.788 0.912
H 3.177 3.039 1.162
H 1.756 3.823 1.899
H -2.248 1.435 -0.232

Values from the calculation:
- calculated total energy (hartree) = -2382.71245
- maximum force (eV/A) = 15.41
- HOMO energy (alpha / beta) (eV) = -8.5 / -8.5
- charge = +1
- gap between HOMO and LUMO (alpha / beta) (eV) = 4.68 / 4.68